{
  "formula": "C25H66N10O9P3",
  "method": "ωB97M-V/def2-TZVPD",
  "symbols": ["O", "C", "C", "N", "C", "C", "C", "O", "C", "O", "O", "C", "O", "O", "H", "H", "H", "H", "H", "H", "H", "H", "H", "H", "H", "H", "O", "P", "N", "C", "C", "N", "C", "C", "N", "C", "C", "H", "H", "H", "H", "H", "H", "H", "H", "H", "H", "H", "H", "H", "H", "H", "H", "H", "H", "O", "P", "N", "C", "C", "N", "C", "C", "N", "C", "C", "H", "H", "H", "H", "H", "H", "H", "H", "H", "H", "H", "H", "H", "H", "H", "H", "H", "H", "O", "P", "N", "C", "C", "N", "C", "C", "N", "C", "C", "H", "H", "H", "H", "H", "H", "H", "H", "H", "H", "H", "H", "H", "H", "H", "H", "H", "H"],
  "positions_angstrom": [[-0.281, -7.369, 0.341], [-1.052, -6.778, -0.367], [-0.779, -6.423, -1.806], [0.135, -5.289, -1.772], [0.467, -4.654, -3.049], [2.009, -4.573, -3.147], [2.677, -4.266, -1.820], [2.174, -3.048, -1.239], [-0.039, -3.194, -3.149], [-1.166, -2.935, -2.308], [-0.882, -1.749, -1.542], [-0.084, -5.460, -4.281], [-1.287, -5.269, -4.533], [0.717, -6.190, -4.891], [-2.035, -6.476, 0.049], [-0.292, -7.288, -2.256], [-1.740, -6.209, -2.282], [-0.153, -4.601, -1.089], [2.289, -3.849, -3.916], [2.386, -5.547, -3.458], [3.755, -4.164, -1.997], [2.513, -5.087, -1.123], [2.613, -2.903, -0.398], [-0.347, -3.018, -4.182], [0.759, -2.486, -2.952], [-0.195, -2.025, -0.913], [0.359, -3.139, 1.669], [-0.235, -2.994, 3.025], [0.441, -4.255, 3.969], [0.109, -5.634, 3.632], [1.877, -4.083, 4.121], [-1.894, -3.223, 2.701], [-2.730, -4.178, 3.389], [-2.314, -3.051, 1.312], [-0.517, -1.896, 4.341], [-0.058, -0.532, 4.039], [-0.249, -2.243, 5.726], [0.570, -6.309, 4.357], [0.447, -5.919, 2.628], [-0.960, -5.807, 3.693], [2.107, -3.066, 4.457], [2.417, -4.254, 3.182], [2.257, -4.770, 4.880], [-2.651, -5.184, 2.958], [-3.778, -3.872, 3.321], [-2.490, -4.231, 4.453], [-2.132, -3.941, 0.698], [-1.795, -2.219, 0.844], [-3.383, -2.827, 1.290], [1.036, -0.445, 4.048], [-0.465, 0.186, 4.752], [-0.410, -0.234, 3.051], [0.818, -2.267, 5.985], [-0.686, -3.201, 5.987], [-0.729, -1.479, 6.344], [1.564, 1.734, -4.074], [0.933, 2.850, -3.329], [-0.685, 2.401, -3.058], [-1.582, 2.243, -4.192], [-0.773, 1.241, -2.164], [1.091, 4.134, -4.455], [-0.009, 4.959, -4.894], [2.076, 3.954, -5.511], [1.075, 3.909, -1.946], [2.285, 3.673, -1.151], [-0.049, 4.201, -1.069], [-2.583, 2.017, -3.819], [-1.279, 1.437, -4.872], [-1.665, 3.165, -4.762], [-0.163, 1.414, -1.271], [-0.420, 0.322, -2.632], [-1.801, 1.094, -1.830], [-0.576, 4.495, -5.712], [0.368, 5.921, -5.258], [-0.694, 5.185, -4.075], [1.700, 3.346, -6.344], [2.972, 3.471, -5.131], [2.365, 4.935, -5.897], [2.231, 2.744, -0.569], [2.454, 4.502, -0.462], [3.156, 3.607, -1.809], [-0.323, 3.375, -0.404], [-0.928, 4.491, -1.636], [0.241, 5.052, -0.446], [-0.243, 2.206, 2.512], [-0.047, 3.483, 1.780], [-0.633, 4.713, 2.818], [-2.050, 4.749, 3.145], [0.179, 4.809, 4.023], [-1.044, 3.245, 0.419], [-2.075, 4.165, -0.005], [-1.410, 1.862, 0.119], [1.096, 4.479, 0.926], [2.426, 3.864, 0.801], [1.223, 5.908, 1.171], [-2.247, 5.628, 3.763], [-2.387, 3.858, 3.691], [-2.657, 4.857, 2.252], [1.241, 4.870, 3.765], [0.047, 3.942, 4.683], [-0.074, 5.717, 4.574], [-3.016, 4.009, 0.538], [-2.282, 4.027, -1.070], [-1.763, 5.205, 0.118], [-2.251, 1.506, 0.728], [-0.573, 1.190, 0.285], [-1.690, 1.788, -0.932], [2.977, 3.860, 1.750], [3.022, 4.395, 0.059], [2.328, 2.829, 0.464], [1.720, 6.158, 2.117], [0.257, 6.401, 1.150], [1.823, 6.319, 0.355]],
  "forces_ev_per_angstrom": [[0.134, -0.153, 0.294], [-0.012, -0.206, -0.065], [-0.255, 0.230, 0.658], [-0.020, -0.265, -0.199], [0.927, 0.295, -0.093], [-0.160, -0.152, 0.544], [0.288, 0.260, -0.105], [-0.009, 0.110, -0.136], [-0.294, -0.171, -0.892], [0.297, 0.290, 0.436], [-0.193, 0.161, 0.122], [-0.113, -0.106, -0.172], [-0.509, 0.153, 0.143], [0.308, -0.208, 0.071], [-0.075, 0.159, -0.011], [-0.019, 0.082, -0.265], [0.090, -0.053, -0.311], [-0.125, 0.044, -0.076], [0.066, 0.027, -0.013], [-0.076, -0.012, -0.161], [0.048, 0.021, 0.067], [-0.078, -0.072, -0.029], [-0.083, -0.132, 0.091], [-0.158, -0.059, 0.016], [-0.092, 0.037, 0.441], [0.080, -0.358, -0.085], [1.119, 2.387, 0.232], [-2.667, -3.248, 1.168], [-0.587, 0.054, 0.252], [0.023, -0.137, -0.402], [0.141, 0.258, -0.021], [0.156, -0.238, -0.457], [-0.165, 0.271, 0.428], [0.165, -0.175, -0.113], [1.838, 0.932, -1.064], [-0.255, 0.006, -0.278], [0.112, -0.120, 0.142], [0.129, 0.105, 0.016], [0.002, -0.060, 0.026], [0.057, 0.039, -0.038], [0.004, -0.030, -0.067], [0.001, -0.044, 0.027], [-0.054, -0.032, 0.002], [-0.112, 0.027, -0.002], [0.011, 0.035, -0.041], [0.118, -0.020, -0.036], [-0.032, 0.027, -0.037], [-0.006, -0.045, -0.011], [-0.022, -0.049, 0.087], [-0.013, 0.068, 0.070], [-0.069, -0.060, 0.033], [0.055, 0.049, 0.017], [-0.040, 0.024, 0.031], [0.033, -0.055, -0.085], [0.038, 0.061, -0.053], [1.621, -0.411, 1.782], [-2.604, 2.760, -1.122], [-0.717, 0.235, -0.026], [0.096, -0.135, -0.268], [2.024, -0.999, -2.726], [-0.041, -0.248, -0.573], [0.031, 0.336, 0.365], [-0.153, -0.192, -0.137], [2.130, -1.914, -1.881], [-3.008, -0.683, -10.221], [3.304, 3.529, -7.955], [-0.017, -0.100, 0.039], [-0.021, -0.034, 0.026], [0.044, -0.083, 0.047], [0.432, -0.377, -1.584], [-0.028, -0.075, -0.316], [0.273, -1.142, -1.973], [0.010, 0.110, -0.067], [0.043, -0.004, -0.020], [0.016, -0.138, 0.043], [0.040, 0.009, -0.053], [-0.026, -0.067, 0.019], [-0.085, 0.053, 0.011], [-0.209, 0.417, -4.442], [-5.294, 0.772, -8.643], [0.345, -0.012, -0.182], [3.509, 1.313, -4.318], [1.257, 0.006, -1.017], [-0.918, -0.282, -1.847], [2.602, -0.342, -0.048], [-3.412, 1.935, 0.337], [-0.072, 0.192, -0.583], [-0.221, -0.224, 0.044], [0.382, -0.044, 0.050], [-7.343, -3.733, 10.315], [-1.806, 0.375, 0.564], [-2.118, 0.344, 2.757], [3.005, -2.093, 4.392], [2.030, -0.706, 11.776], [0.094, 0.197, 0.362], [0.095, -0.026, 0.064], [0.025, 0.022, 0.012], [0.053, -0.047, 0.069], [-0.060, -0.081, 0.027], [-0.032, 0.038, -0.003], [-0.066, 0.013, -0.047], [0.215, -0.170, 0.052], [-0.392, -0.306, 0.580], [-0.149, -0.176, 0.181], [0.035, 0.083, 0.253], [-0.219, 0.080, 0.376], [-0.651, 1.751, 3.031], [-0.311, 0.152, 1.189], [5.540, -0.864, 7.414], [0.796, 1.136, 4.033], [-0.035, -0.112, -0.133], [-0.061, -0.015, -0.017], [0.072, 0.030, -0.104]],
  "lowdin_charge": [0.0350, -0.2597, -0.1680, 0.0364, -0.3504, -0.1241, -0.2464, -0.0907, -0.1286, -0.1158, -0.0732, -0.7068, -0.0454, -0.0446, 0.1082, 0.1332, 0.1130, 0.1019, 0.1250, 0.1137, 0.1056, 0.1067, 0.0727, 0.1289, 0.1069, 0.0711, -0.2733, 0.6498, -0.3268, -0.1045, -0.1411, -0.2994, -0.1442, -0.1153, -0.2946, -0.1386, -0.1446, 0.0831, 0.0832, 0.0465, 0.0656, 0.0835, 0.0831, 0.0719, 0.0788, 0.0757, 0.0768, 0.0529, 0.0845, 0.0818, 0.0759, 0.0570, 0.0698, 0.0692, 0.0816, -0.2805, 0.6550, -0.2832, -0.1025, -0.1607, -0.3093, -0.1534, -0.1450, -0.1968, -0.1707, -0.2189, 0.0852, 0.0951, 0.0444, 0.0679, 0.0961, 0.0893, 0.0694, 0.0751, 0.0744, 0.0820, 0.0669, 0.0740, 0.0788, -0.0093, 0.1298, -0.1344, 0.0614, 0.0701, -0.2538, 0.7222, -0.3174, -0.1113, -0.1343, -0.3244, -0.0949, -0.0944, -0.3124, -0.2512, -0.0876, 0.0836, 0.0924, 0.0468, 0.0682, 0.0845, 0.0850, 0.0956, 0.0996, 0.1075, 0.1146, 0.0989, 0.0112, 0.0976, 0.0657, 0.0844, 0.0839, 0.0878, 0.1091],
  "homo_ha": -0.15304,
  "molar_mass_da": 743.79,
  "charge": -1,
  "largest_force_ev_per_a": 13.200,
  "energy_ha": -3240.2234
}

{
  "formula": "C11H15N",
  "method": "ωB97M-V/def2-TZVPD",
  "symbols": ["C", "C", "H", "H", "H", "H", "H", "H", "C", "C", "C", "C", "C", "C", "C", "C", "C", "N", "H", "H", "H", "H", "H", "H", "H", "H", "H"],
  "positions_angstrom": [[0.013, -3.133, -0.270], [1.317, -3.962, -0.186], [-0.414, -3.148, 0.739], [0.365, -2.114, -0.339], [-0.749, -3.491, -0.940], [2.120, -3.329, 0.199], [1.644, -4.374, -1.139], [1.251, -4.719, 0.590], [-1.803, 2.388, -2.056], [-0.300, 1.257, -0.219], [-1.435, 2.040, -0.652], [-0.425, 1.148, 1.175], [-2.092, 2.438, 0.467], [2.039, 0.682, 0.009], [1.841, 0.408, 1.386], [0.961, 0.972, -0.778], [0.614, 0.593, 1.953], [-1.523, 1.847, 1.582], [2.970, 0.527, -0.518], [2.685, 0.248, 2.046], [1.037, 1.093, -1.854], [0.408, 0.324, 2.984], [-0.937, 2.349, -2.714], [-2.254, 3.340, -2.148], [-2.958, 3.068, 0.589], [-1.838, 1.875, 2.529], [-2.540, 1.673, -2.433]],
  "forces_ev_per_angstrom": [[1.223, -0.263, 1.808], [-0.143, 0.236, 0.353], [-0.241, -0.087, -0.106], [-0.662, 0.533, -0.924], [0.010, 0.198, -0.558], [0.014, 0.166, -0.281], [-0.034, -0.149, 0.043], [-0.164, -0.566, -0.321], [0.246, -1.139, -0.069], [0.045, 0.568, 0.823], [0.139, 0.301, -0.299], [0.928, -0.359, 0.060], [-0.447, -0.519, 0.378], [-0.320, -0.858, -0.140], [0.557, 0.654, -0.288], [-0.893, 0.405, -0.758], [-0.954, 0.040, 0.312], [0.147, -0.255, -0.279], [0.302, 0.029, 0.427], [0.012, -0.531, -0.169], [0.374, -0.022, 0.023], [0.284, 0.324, 0.123], [0.047, 0.033, -0.060], [-0.368, 1.127, 0.035], [-0.031, -0.029, -0.149], [-0.209, 0.233, 0.113], [0.138, -0.069, -0.095]],
  "lowdin_charge": [-0.1501, -0.1661, 0.0600, 0.0377, 0.0560, 0.0547, 0.0567, 0.0519, -0.0437, -0.1307, -0.2285, -0.2238, -0.0561, -0.1005, -0.1012, -0.0477, -0.0346, 0.0767, 0.0962, 0.0989, 0.1065, 0.1059, 0.0716, 0.0598, 0.1207, 0.1470, 0.0828],
  "homo_ha": -0.28947,
  "molar_mass_da": 161.25,
  "relative_energy_kcal_mol": 18.50,
  "charge": 0,
  "largest_force_ev_per_a": 2.198,
  "energy_ha": -482.8857,
  "smiles": "Cc1c[nH]c2ccccc12.CC"
}